[1]
{
  "formula": "C6H9N3OS2",
  "method": "ωB97M-V with the def2-TZVPD basis set",
  "relative_energy_kj_mol": 541.8,
  "homo_ev": -7.916,
  "homo_lumo_gap_ev": 7.251,
  "energy_ev": -34551.9950,
  "lumo_ev": -0.66,
  "multiplicity": 1,
  "species": ["C", "C", "C", "C", "C", "C", "N", "N", "N", "O", "S", "S", "H", "H", "H", "H", "H", "H", "H", "H", "H"],
  "xyz": [[-1.730, -1.051, -0.625], [-1.834, 1.327, 0.261], [1.675, 0.282, -0.791], [1.745, 0.703, 0.665], [0.694, -0.924, -0.875], [0.451, 1.382, 1.080], [-1.621, -3.577, 1.083], [-0.519, -0.635, -0.053], [-0.646, 0.782, 0.355], [-2.171, 2.370, 0.678], [-2.949, 0.319, -0.796], [-2.512, -2.668, 0.385], [1.318, 1.115, -1.321], [2.710, 0.036, -1.164], [1.944, -0.231, 1.195], [2.672, 1.299, 0.839], [0.362, -1.072, -2.063], [1.315, -1.743, -0.491], [0.337, 1.342, 2.193], [0.293, 2.459, 0.964], [-1.535, -1.512, -1.520]],
  "mulliken_charge": [-0.48, 0.48, -0.84, -0.61, -0.44, -0.60, -0.27, 0.00, 0.09, -0.55, -0.16, 0.21, 0.38, 0.36, 0.33, 0.39, 0.23, 0.24, 0.28, 0.40, 0.55]
}



[2]
{
  "formula": "C58H48BF2N3O2P2Tl",
  "method": "ωB97M-V with the def2-TZVPD basis set",
  "relative_energy_kj_mol": 17.5,
  "homo_ev": -1.930,
  "total_charge": -1,
  "homo_lumo_gap_ev": 3.390,
  "energy_ev": -98872.7618,
  "lumo_ev": 1.46,
  "multiplicity": 1,
  "species": ["Tl", "N", "C", "C", "C", "C", "C", "C", "C", "C", "C", "C", "C", "C", "N", "C", "C", "C", "C", "N", "H", "H", "H", "H", "H", "H", "H", "H", "H", "H", "C", "C", "C", "C", "C", "C", "C", "C", "P", "C", "C", "C", "C", "C", "C", "C", "C", "C", "C", "C", "C", "C", "O", "C", "C", "C", "C", "C", "C", "P", "C", "C", "C", "C", "C", "C", "C", "C", "C", "C", "C", "C", "H", "H", "H", "H", "H", "H", "H", "H", "H", "H", "H", "H", "H", "H", "H", "H", "H", "H", "H", "H", "H", "H", "H", "H", "H", "H", "H", "H", "H", "H", "H", "H", "F", "B", "F", "C", "C", "C", "O", "H", "H", "H", "H", "H", "H"],
  "xyz": [[1.431, 0.467, -0.806], [-2.711, 6.595, -8.812], [-2.317, 5.881, -7.987], [-1.812, 5.088, -6.961], [-2.021, 5.484, -5.666], [-1.391, 4.773, -4.631], [-0.722, 3.533, -4.893], [-0.505, 3.206, -6.291], [-1.045, 3.974, -7.331], [-0.188, 2.720, -3.777], [-1.059, 2.239, -2.756], [-2.409, 2.706, -2.445], [-2.902, 1.878, -1.477], [-1.924, 0.912, -1.218], [-0.783, 1.137, -1.922], [1.254, 2.468, -3.689], [2.182, 2.398, -4.754], [3.431, 2.301, -4.166], [3.237, 2.448, -2.754], [1.916, 2.541, -2.442], [-2.623, 6.365, -5.526], [-1.466, 5.181, -3.635], [-0.009, 2.262, -6.560], [-1.044, 3.681, -8.376], [-2.977, 3.495, -2.951], [-3.896, 1.929, -1.006], [-1.994, 0.061, -0.502], [1.876, 2.293, -5.803], [4.362, 2.146, -4.651], [4.011, 2.468, -1.992], [-4.134, -1.639, 4.783], [-2.614, -2.044, 4.949], [-2.349, -2.809, 6.270], [-2.298, -2.952, 3.748], [-2.979, -4.190, 3.605], [-2.848, -4.957, 2.460], [-2.015, -4.528, 1.436], [-1.264, -3.342, 1.551], [-0.304, -2.855, 0.058], [0.562, -4.395, -0.325], [0.097, -5.325, -1.281], [0.801, -6.530, -1.489], [1.880, -6.839, -0.643], [2.433, -5.887, 0.218], [1.765, -4.681, 0.411], [-1.723, -2.838, -1.114], [-1.485, -3.070, -2.495], [-2.566, -3.261, -3.343], [-3.861, -3.122, -2.923], [-4.109, -2.718, -1.608], [-3.064, -2.556, -0.702], [-1.450, -2.558, 2.697], [-0.738, -1.364, 2.781], [-0.959, -0.437, 3.794], [-0.413, 0.856, 3.666], [-0.681, 1.802, 4.671], [-1.368, 1.436, 5.827], [-1.960, 0.172, 5.930], [-1.786, -0.749, 4.916], [0.683, 1.325, 2.326], [2.287, 1.839, 3.066], [2.552, 3.088, 3.508], [3.793, 3.531, 3.948], [4.892, 2.673, 3.790], [4.687, 1.330, 3.292], [3.346, 0.881, 2.995], [0.005, 2.963, 1.789], [-1.337, 3.272, 2.138], [-1.737, 4.625, 2.084], [-0.887, 5.600, 1.647], [0.354, 5.262, 1.084], [0.780, 3.923, 1.119], [-4.776, -2.580, 4.677], [-4.315, -1.071, 3.851], [-4.512, -1.065, 5.630], [-2.823, -3.801, 6.216], [-2.765, -2.262, 7.115], [-1.267, -2.949, 6.419], [-3.609, -4.492, 4.438], [-3.431, -5.896, 2.280], [-1.962, -5.076, 0.498], [-0.890, -5.173, -1.706], [0.486, -7.212, -2.278], [2.448, -7.773, -0.755], [3.375, -6.067, 0.786], [2.062, -3.967, 1.164], [-0.468, -3.255, -2.827], [-2.399, -3.479, -4.407], [-4.641, -3.315, -3.645], [-5.132, -2.674, -1.203], [-3.316, -2.333, 0.331], [-0.293, 2.823, 4.554], [-1.526, 2.203, 6.574], [-2.464, -0.086, 6.849], [1.701, 3.737, 3.681], [3.951, 4.453, 4.457], [5.887, 2.928, 4.104], [5.432, 0.541, 3.462], [3.151, -0.204, 3.040], [-2.029, 2.523, 2.525], [-2.742, 4.861, 2.384], [-1.133, 6.666, 1.681], [0.911, 6.078, 0.658], [1.730, 3.627, 0.653], [4.808, -0.035, 1.145], [4.288, 1.048, 1.702], [3.977, 2.053, 0.883], [5.108, -2.376, -1.900], [4.047, -1.688, -2.740], [4.034, -1.844, -4.206], [3.133, -1.066, -2.139], [4.641, -2.955, -1.113], [5.746, -1.645, -1.386], [5.721, -3.018, -2.492], [3.526, -0.983, -4.693], [3.456, -2.733, -4.468], [4.989, -2.030, -4.662]],
  "mulliken_charge": [1.52, -0.56, -0.02, 0.80, -0.85, -0.46, 0.07, -0.25, -1.03, 0.85, -0.41, -0.29, -1.64, 0.27, -0.14, 0.51, -0.43, -1.19, -0.41, -0.11, 0.44, 0.68, 0.43, 0.38, 0.50, 0.39, 0.29, 0.21, 0.52, 0.57, -1.40, 1.86, -1.62, 0.73, -0.68, -1.69, -0.10, 0.16, 1.02, 0.94, -0.26, -0.84, -0.56, -0.37, -0.97, 0.75, -1.14, -0.58, -0.69, -0.59, -0.33, -0.58, -0.40, -1.00, 0.48, 0.33, -1.45, -0.78, 0.45, 1.05, 0.68, 0.25, -1.14, -0.67, -1.12, -0.58, 0.55, -0.75, -0.67, -0.64, -0.74, -0.41, 0.36, 0.32, 0.41, 0.35, 0.39, 0.43, 0.33, 0.31, 0.41, 0.45, 0.41, 0.31, 0.35, 0.47, 0.79, 0.38, 0.39, 0.37, 0.37, 0.29, 0.40, 0.33, 0.15, 0.44, 0.38, 0.29, -0.09, 0.54, 0.45, 0.32, 0.49, 0.41, -0.30, 0.73, -0.27, -0.97, 0.71, -1.16, -0.57, 0.16, 0.25, 0.42, 0.16, 0.30, 0.45]
}



[3]
{
  "formula": "C18H29Cl5N2O3Ti",
  "method": "ωB97M-V with the def2-TZVPD basis set",
  "relative_energy_kj_mol": 4.3,
  "homo_ev": -8.376,
  "homo_lumo_gap_ev": 8.418,
  "energy_ev": -113987.1139,
  "lumo_ev": 0.04,
  "multiplicity": 1,
  "species": ["Ti", "C", "N", "C", "C", "C", "N", "C", "C", "H", "H", "H", "H", "H", "H", "H", "H", "H", "H", "H", "H", "H", "H", "H", "H", "Cl", "C", "C", "C", "Cl", "C", "Cl", "C", "Cl", "C", "Cl", "C", "C", "O", "C", "C", "H", "H", "H", "H", "H", "H", "H", "H", "H", "H", "C", "O", "C", "O", "H", "H", "H"],
  "xyz": [[0.329, -0.041, -0.104], [-1.646, -2.580, -0.261], [-0.824, -1.979, 0.802], [0.005, -3.073, 1.344], [-1.673, -1.456, 1.882], [-2.501, -0.282, 1.412], [-1.644, 0.829, 0.958], [-2.442, 1.716, 0.094], [-1.233, 1.630, 2.131], [-2.330, -3.327, 0.160], [-0.983, -3.058, -0.976], [-2.227, -1.829, -0.787], [-0.632, -3.936, 1.572], [0.510, -2.751, 2.249], [0.764, -3.345, 0.615], [-1.015, -1.153, 2.698], [-2.334, -2.247, 2.263], [-3.166, 0.056, 2.216], [-3.140, -0.581, 0.581], [-3.281, 2.132, 0.666], [-2.832, 1.165, -0.755], [-1.819, 2.525, -0.270], [-2.124, 2.049, 2.615], [-0.586, 2.440, 1.805], [-0.679, 1.022, 2.837], [-0.149, 4.519, -0.416], [1.138, 3.334, -0.392], [0.877, 1.973, -0.287], [1.925, 1.119, -0.186], [1.237, -1.538, -1.593], [3.256, 1.500, -0.240], [4.529, 0.345, -0.127], [3.520, 2.850, -0.400], [5.141, 3.413, -0.512], [2.451, 3.776, -0.462], [2.806, 5.453, -0.629], [-1.854, -1.456, -3.669], [-2.178, -0.204, -2.874], [-1.047, 0.399, -2.246], [-0.195, 1.077, -3.190], [-0.721, 2.457, -3.523], [-2.788, -1.930, -3.978], [-1.275, -2.160, -3.074], [-1.284, -1.236, -4.570], [-2.880, -0.438, -2.074], [-2.672, 0.537, -3.511], [-0.084, 0.458, -4.081], [0.786, 1.140, -2.728], [-1.691, 2.422, -4.021], [-0.024, 2.963, -4.193], [-0.814, 3.052, -2.615], [2.452, 0.093, 3.741], [1.456, 0.322, 2.733], [1.534, -0.495, 1.638], [2.335, -1.399, 1.619], [2.284, 0.845, 4.507], [3.449, 0.197, 3.315], [2.354, -0.907, 4.162]],
  "mulliken_charge": [-0.39, -1.34, 0.91, -1.42, -0.93, -1.21, 1.21, -0.79, -1.36, 0.33, 0.39, 0.24, 0.40, 0.48, 0.33, 0.32, 0.50, 0.38, 0.45, 0.45, 0.18, -0.08, 0.40, 0.20, 0.44, -0.18, 0.58, 0.39, -0.03, -0.49, 0.04, -0.17, 0.45, -0.20, -0.06, -0.20, -1.42, -0.70, 0.22, -0.30, -1.23, 0.43, 0.19, 0.42, 0.40, 0.42, 0.43, 0.15, 0.35, 0.42, 0.20, -0.86, -0.18, 0.57, -0.54, 0.25, 0.25, 0.30]
}



[4]
{
  "formula": "AsF6H82O41",
  "method": "ωB97M-V with the def2-TZVPD basis set",
  "relative_energy_kj_mol": 201.2,
  "homo_ev": -7.109,
  "total_charge": -1,
  "homo_lumo_gap_ev": 7.526,
  "energy_ev": -162432.4942,
  "lumo_ev": 0.42,
  "multiplicity": 1,
  "species": ["As", "F", "F", "F", "F", "F", "F", "O", "H", "H", "O", "H", "H", "O", "H", "H", "O", "H", "H", "O", "H", "H", "O", "H", "H", "O", "H", "H", "O", "H", "H", "O", "H", "H", "O", "H", "H", "O", "H", "H", "O", "H", "H", "O", "H", "H", "O", "H", "H", "O", "H", "H", "O", "H", "H", "O", "H", "H", "O", "H", "H", "O", "H", "H", "O", "H", "H", "O", "H", "H", "O", "H", "H", "O", "H", "H", "O", "H", "H", "O", "H", "H", "O", "H", "H", "O", "H", "H", "O", "H", "H", "O", "H", "H", "O", "H", "H", "O", "H", "H", "O", "H", "H", "O", "H", "H", "O", "H", "H", "O", "H", "H", "O", "H", "H", "O", "H", "H", "O", "H", "H", "O", "H", "H", "O", "H", "H", "O", "H", "H"],
  "xyz": [[-0.194, 0.262, 0.191], [0.959, 0.543, 1.552], [0.668, -1.236, -0.166], [-1.249, -0.031, -1.280], [-1.191, 1.713, 0.555], [0.923, 1.298, -0.772], [-1.272, -0.671, 1.344], [-1.196, -4.298, 0.248], [-1.738, -4.983, 0.639], [-1.801, -3.795, -0.296], [-4.459, 3.432, -2.855], [-3.635, 3.144, -2.462], [-5.080, 3.448, -2.128], [2.222, 2.463, -2.544], [1.571, 3.021, -2.970], [1.773, 2.116, -1.773], [1.424, 0.047, -5.077], [0.593, -0.275, -4.726], [1.272, 0.978, -5.237], [0.643, 2.154, 6.201], [-0.029, 2.825, 6.080], [0.194, 1.329, 6.015], [-0.499, 3.486, 2.905], [0.058, 2.714, 2.999], [-1.057, 3.475, 3.683], [2.040, 2.133, 3.728], [1.750, 1.624, 2.971], [1.868, 1.566, 4.479], [-0.449, 2.944, -5.078], [-1.320, 3.106, -5.440], [-0.383, 3.542, -4.334], [-6.486, -1.734, 0.319], [-6.422, -1.948, -0.612], [-5.591, -1.517, 0.578], [5.083, 4.168, -0.450], [5.915, 3.907, -0.054], [4.436, 4.038, 0.243], [-3.463, -2.515, -4.307], [-2.610, -2.441, -4.736], [-4.026, -1.908, -4.787], [0.167, -4.985, -2.156], [-0.293, -4.583, -1.419], [-0.204, -5.864, -2.220], [-0.725, 4.415, -2.750], [-0.858, 5.311, -2.441], [-1.466, 3.926, -2.393], [5.856, -3.056, -1.082], [5.783, -2.167, -1.429], [5.168, -3.112, -0.419], [2.810, -5.467, 2.780], [2.081, -5.164, 2.239], [3.092, -6.284, 2.369], [2.931, -5.736, -2.571], [2.230, -5.099, -2.710], [2.716, -6.152, -1.736], [-3.495, -0.270, 4.982], [-2.680, -0.155, 4.494], [-3.219, -0.362, 5.893], [4.143, -1.629, 2.949], [3.249, -1.385, 3.189], [4.035, -2.287, 2.261], [-5.386, 2.421, 3.251], [-4.476, 2.130, 3.295], [-5.540, 2.857, 4.089], [-2.687, 3.337, -0.843], [-3.327, 3.640, -0.199], [-2.207, 2.640, -0.394], [2.038, 5.955, 1.196], [2.283, 5.615, 2.056], [1.191, 5.551, 1.010], [4.693, 0.386, 5.275], [4.581, -0.099, 4.458], [5.604, 0.230, 5.524], [4.001, -3.463, 1.224], [4.358, -4.206, 1.711], [3.078, -3.680, 1.099], [-3.078, 0.032, -5.641], [-3.161, 0.964, -5.438], [-3.900, -0.192, -6.079], [-5.369, -4.137, 1.915], [-6.118, -3.572, 2.107], [-5.016, -3.796, 1.093], [-0.919, -0.697, -3.832], [-1.781, -0.564, -4.227], [-0.973, -0.258, -2.984], [3.837, 3.076, 1.796], [4.554, 3.403, 2.339], [3.148, 2.849, 2.420], [1.483, -2.258, 3.954], [1.724, -2.635, 4.800], [1.038, -2.969, 3.492], [-3.939, -1.173, 0.406], [-3.303, -1.126, 1.120], [-3.463, -1.590, -0.312], [3.682, -2.162, -4.243], [3.171, -1.353, -4.258], [3.043, -2.846, -4.045], [0.866, -3.581, -4.369], [0.364, -4.294, -3.975], [0.613, -2.804, -3.871], [4.940, 2.848, -2.822], [4.987, 3.405, -2.045], [4.039, 2.523, -2.830], [-0.135, 4.497, 0.369], [-0.088, 3.797, -0.282], [-0.367, 4.051, 1.184], [1.111, -3.672, 1.195], [1.036, -2.770, 0.885], [0.356, -4.121, 0.814], [5.891, -0.310, -1.973], [5.248, 0.129, -1.416], [5.968, 0.254, -2.742], [4.161, 0.693, 0.321], [4.284, 1.508, 0.807], [3.251, 0.724, 0.027], [-3.001, -2.973, -1.412], [-3.123, -3.922, -1.380], [-3.057, -2.754, -2.342], [-4.624, 3.821, 0.977], [-4.356, 3.368, 1.776], [-4.968, 4.661, 1.281], [-2.796, 1.800, 2.449], [-3.001, 1.014, 1.942], [-2.084, 2.219, 1.965], [-0.070, -0.611, 5.822], [0.477, -0.943, 5.110], [-0.462, -1.393, 6.209], [-6.599, 0.603, -3.181], [-6.467, 1.515, -3.439], [-5.820, 0.383, -2.671]],
  "mulliken_charge": [2.22, -0.48, -0.62, -0.75, -0.68, -0.56, -0.66, -0.49, 0.26, 0.28, -0.68, 0.45, 0.28, -0.50, 0.15, 0.54, -0.55, 0.40, 0.22, -0.57, 0.29, 0.36, -0.74, 0.37, 0.26, -0.73, 0.27, 0.26, -0.58, 0.24, 0.37, -0.65, 0.26, 0.43, -0.64, 0.29, 0.35, -0.61, 0.25, 0.27, -0.53, 0.32, 0.22, -0.70, 0.28, 0.31, -0.62, 0.42, 0.36, -0.63, 0.33, 0.30, -0.62, 0.38, 0.26, -0.59, 0.34, 0.28, -0.67, 0.25, 0.42, -0.63, 0.39, 0.32, -0.60, 0.43, 0.34, -0.65, 0.27, 0.42, -0.63, 0.39, 0.27, -0.77, 0.32, 0.30, -0.59, 0.27, 0.27, -0.63, 0.33, 0.30, -0.24, 0.16, 0.34, -0.53, 0.27, 0.23, -0.47, 0.28, 0.18, -0.40, 0.23, 0.17, -0.60, 0.29, 0.29, -0.63, 0.35, 0.25, -0.67, 0.44, 0.34, -0.68, 0.29, 0.49, -0.44, 0.18, 0.34, -0.67, 0.31, 0.30, -0.45, 0.34, 0.17, -0.48, 0.28, 0.10, -0.60, 0.34, 0.25, -0.65, 0.27, 0.20, -0.69, 0.41, 0.26, -0.63, 0.32, 0.31]
}